[1]
Entry from the OMol25 dataset: a cluster of 12 separate species, C30H84N2O12 in total in a non-equilibrium geometry (wB97M-V/def2-TZVPD).

The geometry in ORCA input format:
```
! RIJCOSX wB97M-V def2-TZVPD def2/J DEFGRID3
* xyz 0 1
C 13.33 12.81 17.31
O 14.05 12.66 16.31
N 13.90 13.08 18.53
N 12.00 12.96 17.27
H 14.87 13.40 18.62
H 13.29 13.58 19.18
H 11.48 12.94 18.14
H 11.39 12.69 16.49
C 15.45 13.23 8.07
C 16.44 12.26 8.72
C 17.94 12.41 8.28
O 16.39 12.24 10.14
H 15.48 13.07 6.99
H 15.72 14.28 8.15
H 14.46 12.91 8.42
H 16.16 11.20 8.41
H 18.15 12.10 7.24
H 18.58 11.81 8.97
H 18.27 13.45 8.36
H 16.03 13.06 10.58
C 11.91 15.03 13.59
C 11.04 14.38 12.49
C 11.36 14.85 11.07
O 11.12 12.92 12.60
H 11.78 16.13 13.73
H 12.95 14.91 13.29
H 11.63 14.60 14.54
H 9.97 14.61 12.69
H 10.85 14.25 10.37
H 12.38 14.72 10.79
H 11.12 15.89 11.02
H 11.95 12.69 12.21
C 18.59 6.91 10.87
C 17.98 8.24 10.46
C 16.45 8.24 10.44
O 18.41 9.24 11.47
H 18.41 6.77 11.95
H 19.70 6.90 10.74
H 18.17 6.07 10.23
H 18.41 8.55 9.50
H 16.20 9.26 10.39
H 16.11 7.87 11.38
H 15.99 7.69 9.63
H 18.29 10.12 11.11
C 13.89 5.23 13.68
C 12.94 5.79 12.63
C 11.71 6.43 13.32
O 13.73 6.66 11.79
H 13.42 4.60 14.40
H 14.25 6.16 14.21
H 14.73 4.65 13.24
H 12.65 5.03 11.94
H 11.03 5.62 13.54
H 11.22 7.16 12.61
H 11.89 7.01 14.22
H 13.94 7.52 12.20
C 11.72 9.95 9.04
C 10.34 10.56 9.40
C 9.69 9.54 10.44
O 10.55 11.86 9.97
H 12.32 9.57 9.87
H 12.33 10.71 8.54
H 11.66 9.06 8.36
H 9.73 10.65 8.51
H 8.75 9.92 10.76
H 10.32 9.45 11.30
H 9.65 8.51 10.08
H 10.29 11.97 10.91
C 9.50 10.19 17.11
C 10.58 10.37 16.03
C 10.44 9.25 15.00
O 10.43 11.68 15.46
H 8.52 10.33 16.69
H 9.63 11.08 17.74
H 9.79 9.37 17.74
H 11.52 10.28 16.54
H 11.31 9.16 14.28
H 9.54 9.39 14.38
H 10.33 8.25 15.51
H 11.08 11.71 14.78
C 19.27 13.01 12.41
C 18.72 13.27 13.75
C 19.75 13.88 14.64
O 17.63 14.21 13.62
H 19.31 13.95 11.77
H 18.61 12.33 11.84
H 20.21 12.47 12.52
H 18.28 12.32 14.14
H 20.31 13.18 15.22
H 19.27 14.56 15.36
H 20.52 14.52 14.11
H 17.27 14.51 14.45
C 14.58 16.59 16.47
C 16.00 16.12 16.52
C 16.62 16.02 17.93
O 16.23 14.91 15.75
H 14.36 16.72 15.39
H 14.45 17.52 17.01
H 13.86 15.90 16.95
H 16.65 16.87 16.12
H 16.88 17.02 18.31
H 17.58 15.47 17.90
H 15.90 15.53 18.55
H 15.43 14.35 15.71
C 15.54 11.52 13.78
C 14.10 11.43 13.24
C 13.95 10.62 12.00
O 13.15 10.87 14.17
H 16.23 11.82 13.02
H 15.84 10.55 14.26
H 15.58 12.27 14.55
H 13.77 12.45 12.96
H 14.18 9.56 12.16
H 14.77 10.97 11.37
H 13.03 10.80 11.54
H 13.38 11.34 15.02
C 17.02 10.13 17.70
O 16.25 11.28 17.81
H 16.47 9.25 18.06
H 17.31 9.96 16.70
H 17.93 10.33 18.36
H 15.74 11.49 17.00
C 16.08 15.55 11.19
O 15.63 14.40 11.88
H 15.34 16.34 11.30
H 17.10 15.92 11.48
H 16.04 15.30 10.06
H 16.33 14.21 12.54
*
```

Calculated values
SMILES ... NC(N)=O.CC(C)O.CC(C)O.CC(C)O.CC(C)O.CC(C)O.CC(C)O.CC(C)O.CC(C)O.CC(C)O.CO.CO
E_HOMO ... -9.66 eV
DFT total energy ... -2205.7592 Eh
Gap between HOMO and LUMO ... 10.11 eV
LUMO ... 0.441 eV

Atomic partial charges in e from the Mulliken method, atoms 1 to 5: 0.3615 -0.0950 -0.4736 -0.2829 0.1517

[2]
Entry from the OMol25 dataset: a cluster of 11 separate species, C30H84N2O13 in total in a non-equilibrium geometry (wB97M-V/def2-TZVPD).

The geometry in ORCA input format:
```
! RIJCOSX wB97M-V def2-TZVPD def2/J DEFGRID3
* xyz 1 2
C 5.60 -2.39 0.21
C 6.93 -3.11 -0.26
O 7.01 -3.08 -1.65
H 5.72 -1.35 -0.09
H 5.37 -2.39 1.28
H 4.73 -2.87 -0.23
H 6.89 -4.12 0.14
H 7.79 -2.54 0.10
H 7.43 -3.88 -1.98
C 2.26 -4.51 -2.24
C 0.88 -4.02 -1.74
O 0.79 -2.62 -1.80
H 2.38 -4.31 -3.31
H 2.35 -5.58 -2.08
H 3.09 -4.01 -1.74
H 0.83 -4.37 -0.71
H 0.09 -4.48 -2.33
H 0.97 -2.42 -2.72
C 4.45 -1.79 -3.44
C 4.90 -2.91 -4.31
O 3.90 -3.17 -5.28
H 5.02 -1.49 -2.56
H 3.59 -2.18 -2.90
H 4.19 -0.91 -4.03
H 5.17 -3.74 -3.66
H 5.83 -2.63 -4.81
H 4.25 -3.90 -5.79
C 2.31 -0.88 0.51
C 0.90 -0.67 1.08
O 0.17 -1.78 0.67
H 2.27 -1.22 -0.52
H 2.86 -1.53 1.20
H 2.84 0.07 0.55
H 0.56 0.25 0.61
H 0.88 -0.57 2.16
H 0.42 -1.89 -0.25
C 4.29 -0.31 3.36
C 4.64 -0.93 4.71
O 3.71 -0.41 5.65
H 3.30 -0.61 3.00
H 5.09 -0.58 2.68
H 4.37 0.76 3.54
H 5.69 -0.64 4.79
H 4.54 -2.02 4.69
H 3.33 -1.18 6.07
C -1.97 -1.36 4.21
C -1.06 -2.58 3.85
O -1.43 -3.10 2.59
H -2.06 -0.61 3.42
H -1.57 -0.88 5.10
H -2.99 -1.71 4.40
H -1.13 -3.38 4.59
H -0.04 -2.20 3.92
H -0.84 -2.68 1.96
C 2.25 1.43 -2.59
C 1.00 2.13 -2.02
O 1.31 3.38 -1.42
H 1.95 0.43 -2.90
H 3.08 1.51 -1.89
H 2.62 1.90 -3.50
H 0.51 1.44 -1.34
H 0.28 2.26 -2.83
H 1.58 3.20 -0.52
C 3.38 -4.57 2.16
C 2.15 -4.83 2.99
O 2.46 -4.95 4.32
H 3.85 -5.50 1.84
H 4.09 -4.11 2.84
H 3.12 -4.11 1.21
H 1.58 -5.66 2.56
H 1.38 -4.07 2.90
H 3.02 -5.72 4.43
C 0.74 0.84 4.55
C -0.10 1.90 5.27
O -1.42 1.51 5.44
H 1.77 1.10 4.31
H 0.26 0.61 3.59
H 0.87 -0.11 5.06
H -0.06 2.87 4.77
H 0.44 2.03 6.21
H -1.60 1.57 6.38
C -5.60 2.26 3.91
O -4.81 2.23 2.74
C -3.43 1.93 2.92
C -2.71 2.00 1.59
N -2.82 3.42 1.13
C -2.23 3.47 -0.23
C -2.49 4.84 -0.89
O -3.93 4.83 -1.20
C -4.34 5.97 -1.95
H -5.07 2.79 4.70
H -5.83 1.26 4.27
H -6.48 2.89 3.96
H -3.34 0.93 3.35
H -3.01 2.64 3.63
H -3.19 1.38 0.84
H -1.70 1.59 1.67
H -3.79 3.64 0.95
H -2.63 2.77 -0.96
H -1.15 3.36 -0.15
H -1.90 4.96 -1.80
H -2.20 5.63 -0.21
H -5.43 5.97 -2.03
H -3.91 6.15 -2.94
H -4.15 6.85 -1.34
C -5.61 4.86 -6.44
O -6.65 3.91 -6.21
C -6.16 2.68 -5.71
C -5.56 2.81 -4.23
N -4.87 1.54 -3.89
C -4.70 1.51 -2.46
C -3.63 0.45 -2.10
O -2.38 0.65 -2.76
C -1.44 -0.43 -2.50
H -5.13 5.18 -5.51
H -6.19 5.75 -6.72
H -4.84 4.57 -7.15
H -5.42 2.18 -6.34
H -6.93 1.91 -5.72
H -6.43 3.06 -3.61
H -4.86 3.64 -4.15
H -3.96 1.42 -4.32
H -5.66 1.44 -1.96
H -4.25 2.47 -2.20
H -4.03 -0.55 -2.27
H -3.44 0.44 -1.02
H -1.85 -1.43 -2.68
H -1.37 -0.46 -1.41
H -0.50 -0.44 -3.05
*
```

Calculated values
E_HOMO (alpha / beta) ... -11.00 / -11.00 eV
DFT total energy ... -2280.4599 Eh
Gap between HOMO and LUMO (alpha / beta) ... 8.67 / 3.44 eV
LUMO (alpha / beta) ... -2.332 / -7.562 eV

Atomic partial charges in e from the Mulliken method, atoms 1 to 5: 0.0832 -0.6751 -0.4542 0.3541 0.1407

Q: What is the DFT total energy in the second record?
A: -2280.4599 Eh